# 1
This record from the OMol25 dataset describes a cluster of 11 separate species, C22H66O11 in total at a distorted geometry. The level of theory is ωB97M-V/def2-TZVPD.

Summary:
**HOMO energy**: -9.30 eV
**ΔE to the lowest compared entry with this formula, charge and spin**: 345.4 kcal/mol
**DFT total energy**: -46391.763 eV
**Kohn-Sham gap**: 9.5 eV
**SMILES**: CCO.CCO.CCO.CCO.CCO.CCO.CCO.CCO.CCO.CCO.CCO

The geometry in ORCA input format:
```
! wB97M-V def2-TZVPD RIJCOSX def2/J DEFGRID3
* xyz 0 1
C 0.613 0.136 0.377
C -0.659 -0.649 0.645
O -1.389 -0.764 -0.606
H 1.309 -0.034 1.322
H 0.447 1.248 0.217
H 1.428 -0.041 -0.475
H -1.183 -0.124 1.420
H -0.262 -1.590 1.254
H -2.156 -1.434 -0.533
C -2.727 -2.287 3.332
C -2.699 -3.668 4.080
O -2.176 -3.514 5.401
H -1.973 -1.648 3.344
H -3.520 -1.497 3.770
H -2.959 -2.464 2.227
H -1.973 -4.467 3.553
H -3.589 -4.153 4.082
H -2.104 -4.314 5.765
C 1.231 4.498 -0.251
C 2.563 3.883 -0.041
O 3.474 4.672 -0.759
H 0.868 4.817 -1.368
H 1.032 5.521 0.260
H 0.589 4.006 0.154
H 2.547 2.998 -0.519
H 2.883 3.943 1.028
H 4.118 4.175 -1.234
C -2.196 -3.129 -3.380
C -1.761 -2.030 -4.261
O -1.497 -2.537 -5.564
H -1.469 -3.985 -3.536
H -3.094 -3.496 -3.592
H -2.029 -2.832 -2.288
H -0.913 -1.645 -3.632
H -2.454 -1.169 -4.357
H -1.690 -1.798 -6.189
C -2.995 1.805 3.268
C -3.918 3.041 3.412
O -4.553 3.434 2.158
H -2.124 2.091 2.662
H -3.561 0.993 2.832
H -2.521 1.547 4.202
H -3.380 3.817 3.727
H -4.677 2.830 4.150
H -5.138 2.841 1.681
C 2.108 1.800 3.484
C 2.287 1.078 4.722
O 3.529 1.453 5.250
H 1.162 1.652 2.943
H 2.869 1.409 2.759
H 2.141 2.898 3.739
H 2.106 -0.153 4.763
H 1.614 1.443 5.414
H 4.326 1.187 4.597
C 4.454 -0.806 1.303
C 5.364 0.274 1.945
O 5.291 0.339 3.438
H 4.605 -0.695 0.336
H 3.441 -0.557 1.672
H 4.822 -1.874 1.409
H 5.334 1.233 1.608
H 6.376 0.274 1.609
H 6.159 0.593 3.613
C 2.232 -3.144 -0.603
C 1.442 -3.160 -1.817
O 2.302 -3.101 -2.949
H 1.641 -3.354 0.276
H 2.759 -2.285 -0.710
H 2.735 -4.040 -0.434
H 0.635 -2.545 -1.722
H 1.032 -4.220 -2.066
H 1.745 -3.533 -3.688
C -4.653 -1.061 -0.822
C -4.874 -2.655 -0.594
O -3.820 -3.218 -0.088
H -3.868 -0.816 -1.496
H -4.518 -0.590 0.209
H -5.582 -0.682 -1.274
H -5.136 -3.150 -1.538
H -5.808 -2.767 -0.145
H -3.758 -4.142 0.031
C 3.672 0.797 -4.429
C 2.351 1.340 -3.885
O 1.244 0.715 -4.447
H 3.843 0.853 -5.606
H 3.806 -0.330 -4.236
H 4.537 1.353 -4.156
H 2.391 2.531 -3.904
H 2.017 1.017 -2.787
H 1.096 -0.002 -4.037
C -1.125 3.342 -3.357
C -1.416 2.143 -2.380
O -1.038 0.898 -2.839
H -1.611 4.084 -3.338
H -1.399 2.907 -4.398
H -0.141 3.590 -3.353
H -2.532 1.929 -2.283
H -0.948 2.487 -1.352
H -1.003 0.235 -2.125
*
```


# 2
This record from the OMol25 dataset describes a cluster of 11 separate species, C22H66O11 in total at a distorted geometry. The level of theory is ωB97M-V/def2-TZVPD.

Summary:
**HOMO energy**: -9.94 eV
**ΔE to the lowest compared entry with this formula, charge and spin**: 110.3 kcal/mol
**DFT total energy**: -46401.960 eV
**Kohn-Sham gap**: 10.1 eV
**SMILES**: CCO.CCO.CCO.CCO.CCO.CCO.CCO.CCO.CCO.CCO.CCO

The geometry in ORCA input format:
```
! wB97M-V def2-TZVPD RIJCOSX def2/J DEFGRID3
* xyz 0 1
C 12.522 1.794 -18.207
C 13.250 0.678 -17.473
O 12.545 0.295 -16.359
H 12.897 1.809 -19.230
H 12.601 2.793 -17.778
H 11.463 1.589 -18.361
H 14.246 0.962 -17.133
H 13.358 -0.195 -18.117
H 11.689 0.001 -16.680
C 5.934 2.643 -16.293
C 5.372 2.670 -17.728
O 5.950 1.632 -18.409
H 5.532 3.427 -15.651
H 7.002 2.850 -16.368
H 5.818 1.705 -15.750
H 5.568 3.624 -18.216
H 4.288 2.558 -17.680
H 5.619 1.755 -19.302
C 15.369 3.047 -24.181
C 16.403 2.931 -23.053
O 16.432 4.070 -22.262
H 15.346 2.143 -24.790
H 15.452 3.903 -24.851
H 14.390 3.208 -23.731
H 17.382 2.813 -23.517
H 16.181 2.068 -22.426
H 16.808 3.786 -21.425
C 4.843 0.681 -30.050
C 4.769 -0.096 -31.371
O 5.387 0.701 -32.347
H 4.445 1.681 -30.224
H 5.897 0.822 -29.815
H 4.250 0.191 -29.278
H 3.720 -0.237 -31.632
H 5.218 -1.085 -31.458
H 5.180 0.234 -33.160
C 2.795 -3.189 -24.612
C 3.841 -3.590 -23.577
O 5.059 -2.958 -23.852
H 3.147 -3.319 -25.635
H 2.473 -2.150 -24.537
H 1.872 -3.730 -24.402
H 3.902 -4.678 -23.554
H 3.505 -3.250 -22.598
H 4.943 -2.040 -23.595
C 6.759 12.511 -23.544
C 6.240 11.735 -22.346
O 6.030 10.360 -22.628
H 7.669 12.068 -23.950
H 7.010 13.549 -23.328
H 6.062 12.600 -24.377
H 5.352 12.132 -21.854
H 7.059 11.733 -21.627
H 6.821 10.048 -23.074
C 7.353 -4.239 -18.504
C 8.555 -3.331 -18.669
O 8.528 -2.268 -17.769
H 7.359 -5.052 -19.230
H 6.468 -3.611 -18.603
H 7.302 -4.685 -17.511
H 8.616 -3.040 -19.718
H 9.422 -3.954 -18.446
H 7.912 -1.609 -18.096
C 11.356 0.061 -29.787
C 11.477 -0.780 -31.073
O 12.266 -1.872 -30.718
H 12.340 0.430 -29.497
H 10.957 -0.497 -28.941
H 10.691 0.914 -29.919
H 11.877 -0.192 -31.900
H 10.462 -1.085 -31.329
H 13.029 -1.508 -30.264
C 8.137 2.028 -23.698
C 6.791 2.658 -23.993
O 5.757 1.828 -23.550
H 8.275 1.052 -24.164
H 8.300 1.827 -22.639
H 8.906 2.677 -24.117
H 6.684 2.802 -25.068
H 6.733 3.635 -23.514
H 4.992 2.036 -24.090
C -1.399 2.625 -24.878
C -0.421 2.975 -25.982
O 0.805 3.366 -25.379
H -2.375 2.432 -25.325
H -1.563 3.419 -24.150
H -1.139 1.762 -24.265
H -0.768 3.788 -26.619
H -0.264 2.128 -26.649
H 0.725 4.222 -24.952
C 13.429 -3.146 -24.165
C 13.964 -3.189 -22.745
O 15.341 -3.268 -22.676
H 12.353 -2.992 -24.254
H 13.588 -4.061 -24.736
H 13.866 -2.315 -24.718
H 13.492 -3.974 -22.155
H 13.765 -2.233 -22.260
H 15.589 -4.103 -23.078
*
```